{
  "formula": "C28H25BrN4O2PtS",
  "method": "ωB97M-V/def2-TZVPD",
  "species": ["Pt", "Br", "C", "C", "C", "C", "O", "C", "C", "N", "C", "C", "C", "C", "C", "C", "C", "C", "N", "C", "C", "H", "H", "H", "H", "H", "H", "H", "H", "H", "H", "C", "C", "N", "C", "C", "C", "S", "N", "C", "O", "C", "C", "C", "C", "C", "C", "H", "H", "H", "H", "H", "H", "H", "H", "H", "H", "H", "H", "H", "H", "H"],
  "xyz": [[-0.06, 0.06, 0.03], [5.82, 4.57, 0.02], [4.56, 3.15, 0.00], [5.02, 1.83, 0.02], [4.09, 0.81, 0.00], [2.71, 1.05, -0.05], [1.93, -0.01, -0.09], [2.25, 2.40, -0.06], [0.89, 2.81, -0.09], [-0.18, 2.01, -0.15], [-1.48, 2.48, -0.13], [-1.89, 3.82, -0.15], [-3.24, 4.13, -0.13], [-4.22, 3.15, -0.09], [-3.85, 1.79, -0.05], [-4.76, 0.71, 0.01], [-4.29, -0.58, 0.05], [-2.93, -0.83, 0.04], [-2.04, 0.18, -0.02], [-2.47, 1.47, -0.07], [3.22, 3.43, -0.04], [6.08, 1.62, 0.05], [4.41, -0.22, 0.02], [0.71, 3.87, -0.06], [-1.16, 4.62, -0.19], [-3.54, 5.17, -0.15], [-5.27, 3.42, -0.07], [-5.82, 0.92, 0.03], [-4.97, -1.42, 0.09], [-2.52, -1.83, 0.06], [2.89, 4.46, -0.04], [-1.43, -3.75, 4.98], [-0.02, -3.16, 4.91], [-0.03, -1.79, 4.41], [-0.06, -0.74, 5.42], [1.34, -0.29, 5.82], [-0.02, -1.56, 3.08], [0.04, 0.10, 2.59], [-0.03, -2.66, 2.33], [-0.01, -2.83, 1.02], [-0.01, -1.99, 0.08], [0.00, -4.26, 0.58], [0.02, -4.54, -0.79], [0.03, -5.85, -1.23], [0.02, -6.90, -0.32], [0.00, -6.62, 1.04], [-0.01, -5.31, 1.49], [-1.40, -4.75, 5.43], [-1.85, -3.82, 3.98], [-2.08, -3.12, 5.59], [0.60, -3.77, 4.26], [0.43, -3.14, 5.90], [-0.60, -1.13, 6.28], [-0.63, 0.11, 5.03], [1.92, -1.12, 6.21], [1.27, 0.48, 6.59], [1.86, 0.13, 4.96], [0.04, -3.72, -1.49], [0.05, -6.06, -2.29], [0.03, -7.92, -0.66], [-0.01, -7.43, 1.76], [-0.03, -5.09, 2.55]],
  "lowdin_charge": [1.29, 0.70, -0.70, -0.13, -0.01, -0.35, -0.26, -0.15, -0.08, -0.14, -0.23, -0.03, -0.09, -0.06, -0.16, -0.01, -0.06, -0.11, -0.11, -0.16, -0.10, 0.10, 0.12, 0.11, 0.09, 0.11, 0.11, 0.12, 0.11, 0.11, 0.10, -0.07, -0.21, -0.13, -0.25, -0.07, -0.67, 0.78, 0.11, -0.41, -0.18, -0.13, -0.02, -0.07, -0.08, -0.08, -0.02, 0.08, 0.07, 0.07, 0.10, 0.12, 0.12, 0.08, 0.07, 0.08, 0.06, 0.12, 0.10, 0.10, 0.10, 0.09],
  "spin_multiplicity": 3,
  "homo_ev": [-5.183, -7.563],
  "energy_ha": -4543.03163,
  "lumo_energy_ha": [-0.01504, -0.05395],
  "orbital_gap_ev": [4.77, 6.09]
}